{"formula": "C18H58O11", "method": "the ωB97M-V functional and the def2-TZVPD basis", "homo_energy_ha": -0.3359, "charge": 0, "molar_mass_da": 450.65, "smiles": "CCO.CCO.CCO.CCO.CCO.CCO.CCO.CO.CO.CO.CO", "symbols": ["O", "O", "O", "O", "O", "O", "O", "O", "O", "O", "O", "C", "C", "C", "C", "C", "C", "C", "C", "C", "C", "C", "C", "C", "C", "C", "C", "C", "C", "H", "H", "H", "H", "H", "H", "H", "H", "H", "H", "H", "H", "H", "H", "H", "H", "H", "H", "H", "H", "H", "H", "H", "H", "H", "H", "H", "H", "H", "H", "H", "H", "H", "H", "H", "H", "H", "H", "H", "H", "H", "H", "H", "H", "H", "H", "H", "H", "H", "H", "H", "H", "H", "H", "H", "H", "H", "H"], "xyz": [[3.863498, -1.607389, 3.243359], [0.662246, -3.554115, -0.272371], [2.396343, 3.046896, 1.200719], [-3.221084, -0.428742, -4.387236], [0.193685, -0.871413, -0.986045], [3.172123, 4.272445, -1.832023], [-1.429734, 1.835538, -0.979893], [-5.169642, -1.858122, 1.114516], [-2.238861, 4.262669, 0.270404], [3.022879, -0.468833, -2.391556], [-1.160247, 0.671866, 4.579635], [-2.608062, 1.043467, -1.135183], [3.059864, 1.971076, 1.961339], [-2.673049, -1.593304, -4.938903], [-2.950145, -2.112250, 0.522123], [2.584611, 2.942167, -3.641151], [-1.245482, -0.526110, 3.921726], [0.718414, -0.201275, 0.121188], [-3.705313, 1.851565, -1.864264], [2.277608, -3.172223, 3.767134], [3.215712, 2.969244, -2.281119], [3.704033, -1.591756, -1.860841], [0.076016, -4.107826, -1.388269], [-2.347775, 3.902202, 1.630391], [3.189026, -2.735029, 2.721061], [2.999942, 2.246987, 3.420471], [-0.944788, 3.551004, 2.162138], [-4.381857, -2.287765, 0.023430], [-1.957675, -2.159683, -3.641118], [-0.750034, 1.184467, -0.790927], [-2.348008, 0.325422, -1.912925], [2.606944, 2.317672, -1.654249], [1.222810, -0.898940, 0.789730], [2.851774, 4.181622, -0.931618], [-4.617227, 1.260191, -1.946694], [2.675034, 0.987604, 1.691534], [0.724460, -4.118812, -2.264334], [-6.073815, -1.862848, 0.791943], [-3.031888, 3.056400, 1.698955], [3.408351, 1.436787, 4.024513], [0.188617, -1.784198, -0.688721], [-2.182342, -0.980978, 4.243415], [-4.646561, -1.744211, -0.883530], [2.694215, -2.591016, 1.760579], [2.001928, 2.438901, 3.814463], [2.715806, -3.112491, 4.763386], [1.500807, 0.423120, -0.310195], [-1.273818, -2.948024, -3.955682], [-3.499688, 2.241902, -2.860992], [3.661046, 3.068618, 3.696127], [-1.706446, 3.549741, -0.089961], [-0.353860, -1.096188, 4.182761], [2.499931, 3.892589, 1.643072], [1.470400, -2.460001, 3.938188], [4.780313, -1.462250, -1.747000], [-0.319283, 2.839551, 1.623005], [3.440161, -2.506628, -2.391377], [3.258888, 3.615612, -4.170231], [-1.360149, -1.305182, -3.323486], [3.388167, -1.694615, -0.822693], [4.567414, -1.280953, 2.678089], [-2.234578, -1.786396, -0.232796], [2.118866, -0.683056, -2.149776], [-2.899408, 0.541340, -0.212642], [1.587805, 3.381402, -3.680488], [-1.283618, -0.281561, 2.860200], [1.523630, -3.975628, -0.228150], [-1.918628, -1.284386, -5.662449], [-2.771588, -3.088053, 0.973799], [1.934532, -4.183805, 3.550110], [4.180609, 2.464674, -2.330848], [-1.041126, 3.104124, 3.151647], [2.567618, 1.936073, -4.060194], [3.740473, -3.619252, 2.401437], [-2.952024, -1.380451, 1.329933], [-4.093966, 2.697420, -1.297180], [-3.377967, -2.319983, -5.342773], [-0.317191, 4.434454, 2.279292], [-0.355385, -5.078046, -1.141914], [-1.551668, 0.530060, 5.444665], [-2.791347, 4.767467, 2.123008], [-2.613741, -2.444045, -2.818435], [-4.666100, -3.328190, -0.134151], [0.037499, 0.534092, 0.549791], [4.090283, 1.950602, 1.606477], [-2.806467, 0.295624, -4.861574], [-0.702747, -3.448633, -1.771799]], "forces_ev_per_angstrom": [[0.30, -0.01, -0.33], [1.02, 0.57, 1.02], [0.00, -1.40, -0.11], [-1.32, 1.24, -0.80], [-0.63, -0.60, -0.44], [0.46, 0.86, 0.99], [-0.15, 0.06, 0.48], [-0.84, 0.46, 0.18], [-0.13, 0.39, -0.15], [0.50, -0.31, -0.09], [0.01, 2.19, 1.33], [-0.25, 0.63, -2.48], [0.19, 1.25, -0.97], [1.41, -0.81, 2.67], [-0.57, -0.61, -0.11], [0.62, 0.34, -0.59], [-0.19, -0.58, -0.49], [1.62, 1.24, -0.56], [-1.01, 0.27, 1.32], [-1.51, -0.05, 1.53], [-1.61, -2.10, -0.42], [-0.17, 0.07, 0.95], [-1.41, -0.19, -1.74], [1.02, -0.14, -0.61], [0.58, -0.24, -1.08], [0.43, -0.08, 1.27], [-0.33, 0.16, 1.25], [0.00, 0.25, 0.22], [0.59, 0.21, -2.02], [0.21, 0.30, -0.25], [-0.03, -0.77, 0.41], [0.01, -0.04, 0.50], [-0.44, 0.21, 0.53], [0.07, 0.45, 0.29], [0.15, -0.54, -0.21], [-0.68, 0.34, -0.12], [0.48, -0.55, 0.11], [-0.28, 0.08, 0.33], [-0.09, -0.21, 0.39], [-0.08, -0.41, -0.21], [-0.21, -0.57, -0.32], [0.12, -0.80, -0.46], [0.25, 0.30, -0.12], [-0.61, 1.03, -0.06], [-0.11, 0.04, -0.28], [0.68, -0.58, -0.15], [0.43, 0.30, 0.35], [-0.02, -0.38, 0.40], [0.64, -0.35, 0.09], [-0.18, 0.41, -0.18], [0.06, -0.20, -0.76], [-0.17, -0.69, -0.38], [0.16, -0.13, 0.37], [-0.51, -0.19, -0.60], [0.00, 0.25, -0.78], [-0.53, -0.06, -0.64], [0.31, -0.12, -0.16], [-0.24, -0.16, -0.91], [0.16, -0.22, 0.31], [-0.20, -0.39, 0.34], [0.00, -0.16, -0.25], [0.05, -0.43, 0.00], [-0.65, 0.49, -0.22], [-0.29, 0.28, 0.02], [0.00, -0.08, 0.30], [0.07, -0.46, -0.13], [0.22, 0.25, 0.50], [0.02, -0.61, -0.24], [1.00, 0.16, 0.00], [-0.38, 0.13, 0.27], [0.52, 0.50, 0.11], [-0.02, 0.02, 0.26], [0.15, 0.09, -0.16], [1.45, 0.10, 0.60], [-0.07, 0.07, -0.11], [0.51, 0.28, 0.29], [-0.28, 0.38, -0.17], [-0.15, 0.22, -0.10], [0.03, -0.15, -0.39], [0.16, 0.39, 0.11], [0.13, -0.16, 0.35], [-0.22, -0.10, -0.36], [0.52, -0.29, -0.40], [-0.24, -0.59, 0.80], [0.26, 0.00, 0.15], [-0.37, 0.32, 0.17], [-0.38, -0.04, 0.53]]}